Computed, not measured: 23 unconnected molecules or ions with the total composition C56H129F2N26O34 in a non-equilibrium geometry, with wB97M-V/def2-TZVPD.

Calculated values
**E_HOMO**: -6.221 eV
**Largest force on an atom**: 0.187 Eh/bohr
**Charge**: -1
**Gap between HOMO and LUMO**: 0.087 Eh
**Lowest unoccupied orbital energy**: -3.9 eV

Geometry (Å):
C -2.5045 4.5683 2.4550
C -1.6730 4.6833 1.1643
C -2.4564 5.4476 0.0747
C -2.6241 6.8898 0.4219
C -1.1485 7.4849 0.4664
C -0.3746 6.9220 1.6171
N -0.3929 5.4119 1.4826
O 0.5004 4.7591 2.3947
C -1.0970 7.4417 2.9215
C 1.1038 7.4777 1.5232
C -1.5292 3.2619 0.6424
H -3.3215 3.8526 2.3630
H -2.8552 5.4962 2.9066
H -1.9507 4.2117 3.3234
H -3.4404 5.0308 -0.1403
H -1.7997 5.4165 -0.7947
H -3.2174 7.0959 1.3128
H -3.1195 7.3398 -0.4384
H -1.1740 8.5736 0.4177
H -0.6055 7.3848 -0.4734
H -0.7766 7.0743 3.8965
H -2.1764 7.2986 2.9705
H -1.0140 8.5280 2.9560
H 1.7114 7.0500 2.3207
H 1.1760 8.5604 1.6264
H 1.6527 7.2312 0.6144
H -0.9286 3.2270 -0.2665
H -2.4069 2.6661 0.3918
H -1.0174 2.6401 1.3768
C -5.0030 -0.0905 -9.3697
C -3.9789 -0.4922 -8.2460
C -2.6259 0.2150 -8.6090
C -1.5356 0.1166 -7.5142
C -2.0287 0.0579 -6.0533
C -3.5905 0.5460 -5.7575
N -4.5321 0.0939 -6.8874
O -5.9069 -0.0588 -6.5847
C -3.6122 2.1195 -5.7419
C -3.8792 -0.0314 -4.3924
C -3.7147 -2.0598 -8.0638
H -4.9540 -0.5830 -10.3408
H -4.9458 0.9777 -9.5791
H -6.0356 -0.2465 -9.0574
H -2.9658 1.2304 -8.8126
H -2.3611 -0.1924 -9.5847
H -0.9571 1.0192 -7.7114
H -0.9251 -0.7699 -7.6858
H -1.3314 0.5042 -5.3443
H -1.9445 -0.9958 -5.7875
H -2.9393 2.3770 -4.9240
H -4.5765 2.6051 -5.5925
H -3.2472 2.5243 -6.6858
H -3.1216 0.2520 -3.6618
H -3.7171 -1.1042 -4.4968
H -4.9152 0.0370 -4.0603
H -3.2073 -2.3452 -7.1423
H -3.3632 -2.6444 -8.9139
H -4.7213 -2.4585 -7.9380
O 2.7104 0.8280 4.5586
H 2.4052 0.5807 3.6827
H 1.9585 1.1779 5.0422
H 3.3403 1.5376 4.4131
C 0.5785 0.4949 -0.0863
C 0.8083 0.2278 1.1735
C -0.3076 -0.4955 1.9689
O -0.2423 -0.8335 3.2209
C -1.4670 -0.9184 1.4305
C -1.7818 -0.6146 0.0526
C -0.6502 0.0402 -0.7857
O -0.8436 0.1386 -1.9602
O -2.8253 -1.0265 -0.5170
O 1.8260 0.7141 1.8158
H 1.2544 1.0719 -0.7000
H -2.1983 -1.3407 2.1038
F 0.7689 1.8644 5.9256
F 3.9928 3.1108 4.4864
C 2.2024 -2.5489 -0.8417
C 3.2638 -2.9509 -1.7495
O 3.9744 -3.9493 -1.2066
C 4.8531 -4.6574 -1.9263
O 5.0244 -4.5489 -3.1664
O 5.4259 -5.5278 -1.0559
C 6.1174 -6.6669 -1.6806
H 1.4722 -1.8502 -1.2499
H 2.6090 -2.1988 0.1071
H 1.5999 -3.4158 -0.5706
H 3.9268 -2.1314 -2.0272
H 2.7307 -3.1433 -2.6806
H 5.2822 -7.2704 -2.0360
H 6.7345 -7.2677 -1.0125
H 6.7867 -6.4959 -2.5237
C 1.1505 -5.1425 6.1675
C 1.0357 -6.0884 5.0951
O 1.6722 -7.2611 5.5114
C 1.2685 -8.4750 5.1508
O 0.2623 -8.6275 4.4485
O 1.8807 -9.4824 5.7992
C 1.5097 -10.8028 5.5591
H 2.1780 -5.0965 6.5284
H 0.4941 -5.2328 7.0330
H 0.9863 -4.0983 5.9016
H 1.4332 -5.5619 4.2274
H -0.0092 -6.3463 4.9226
H 0.5407 -10.9791 6.0262
H 2.3432 -11.3550 5.9932
H 1.5114 -10.9775 4.4831
C 8.0875 -3.6082 2.6795
C 7.2460 -3.8121 3.9390
O 5.9406 -4.1530 3.5590
C 5.0110 -3.2431 3.3474
O 5.1255 -2.0435 3.2866
O 3.7840 -3.9345 3.5993
C 2.6008 -3.1816 3.7426
H 8.7326 -4.4846 2.7421
H 8.5507 -2.6304 2.5471
H 7.4352 -3.7888 1.8251
H 7.2434 -2.8688 4.4851
H 7.6979 -4.5296 4.6240
H 1.7216 -3.7682 3.4757
H 2.5810 -2.5094 2.8848
H 2.2393 -2.7197 4.6613
C -4.8422 -3.7173 3.3071
C -5.0991 -2.2118 3.4771
O -4.4832 -1.7215 4.7693
C -5.2967 -1.5368 5.8017
O -6.5032 -1.6571 5.7265
O -4.6058 -1.2538 6.9299
C -3.2946 -1.4074 7.1466
H -5.5867 -4.1054 2.6120
H -4.8478 -4.2826 4.2390
H -3.9329 -3.8401 2.7186
H -6.1715 -2.0262 3.5379
H -4.6660 -1.7017 2.6167
H -3.2466 -2.3932 7.6093
H -3.0854 -0.5436 7.7776
H -2.6359 -1.4031 6.2782
C 4.3696 2.0683 -2.0903
C 4.9389 3.4716 -1.9243
O 5.7213 3.7341 -3.0484
C 6.2486 4.9434 -3.1569
O 6.3714 5.7600 -2.2610
O 6.6814 5.0297 -4.4241
C 7.5174 6.1239 -4.7639
H 5.2029 1.3774 -2.2185
H 3.6346 1.9380 -2.8846
H 3.9583 1.6324 -1.1799
H 5.3800 3.5681 -0.9322
H 4.0789 4.1343 -2.0200
H 8.3929 5.6041 -5.1530
H 7.8136 6.8162 -3.9758
H 7.1768 6.6704 -5.6434
C 0.3132 5.1515 -2.8145
O 0.3871 6.2013 -2.2248
N -0.6106 4.8747 -3.6963
N 1.1686 4.1221 -2.7920
H -0.4701 4.0659 -4.2847
H -1.3367 5.5482 -3.8941
H 1.0257 3.3515 -3.4291
H 1.9236 4.1471 -2.1215
C 6.8845 1.0449 3.3933
O 7.6806 1.9214 3.6391
N 5.6454 1.1389 3.3073
N 7.1745 -0.1863 3.5912
H 5.2300 0.2747 2.9899
H 5.2187 1.9780 3.6734
H 8.1045 -0.3870 3.9301
H 6.3374 -0.7508 3.6167
C -6.1883 1.9745 0.8869
O -6.5613 1.3408 -0.1114
N -5.7422 3.1979 0.7229
N -6.2199 1.5429 2.1465
H -5.6123 3.6271 -0.1820
H -5.7956 3.7802 1.5465
H -6.7086 0.6916 2.3843
H -5.7142 2.0062 2.8880
C -1.5119 -3.4158 -3.7373
O -1.6302 -4.1625 -4.6912
N -0.7426 -2.4434 -3.6665
N -2.2591 -3.3513 -2.6467
H -0.0811 -2.2829 -4.4128
H -0.7152 -1.8612 -2.8417
H -2.0292 -2.6833 -1.9249
H -3.1402 -3.8407 -2.5819
C -1.1937 -4.6131 2.4955
O -1.3775 -5.7680 2.4123
N -1.3083 -4.0215 3.6134
N -0.7779 -3.8991 1.5369
H -1.6111 -4.5516 4.4180
H -1.2257 -3.0156 3.6517
H -0.6980 -4.4138 0.6716
H -0.9190 -2.9011 1.4723
C 1.5199 -2.5337 -6.4421
O 1.9644 -2.2309 -5.3353
N 1.6153 -1.8392 -7.4929
N 0.7852 -3.6431 -6.7212
H 2.2351 -1.0419 -7.5062
H 1.1968 -2.1685 -8.3511
H 0.4995 -4.1939 -5.9242
H 0.4274 -3.7663 -7.6576
C 3.0224 4.4504 0.7291
O 2.2535 4.5297 -0.2148
N 2.9823 3.3940 1.4799
N 3.9065 5.3207 1.1133
H 2.5217 2.5714 1.1176
H 3.3927 3.3784 2.4026
H 3.9168 6.1938 0.6057
H 4.5345 5.0264 1.8475
C -0.0421 -1.3632 7.8168
O -0.4499 -2.0752 8.6600
N 0.1096 -1.7586 6.4778
N 0.3379 -0.1237 7.9723
H 0.4852 -1.1068 5.8039
H -0.2358 -2.5781 5.9990
H 0.1085 0.4172 8.7938
H 0.3716 0.3710 7.0924
C 1.3860 1.6943 -4.9874
O 0.5483 2.6182 -4.9440
N 2.4205 1.6374 -5.7606
N 1.3889 0.6268 -4.1188
H 3.0158 0.8435 -5.5727
H 2.6279 2.2666 -6.5229
H 1.9289 -0.2242 -4.1844
H 0.6327 0.5496 -3.4538
C -3.3759 1.5415 4.1854
O -4.4107 2.1668 4.3690
N -3.1056 0.9316 3.0754
N -2.3811 1.4417 5.0520
H -3.8244 1.1965 2.4172
H -2.2186 0.4678 2.9399
H -2.7097 1.9429 5.8650
H -1.4681 1.0355 4.9052
C -5.2469 -3.1804 -1.0610
O -5.9368 -4.0452 -1.5213
N -4.1218 -3.3739 -0.4339
N -5.5707 -1.9288 -1.1214
H -3.8665 -4.2788 -0.0650
H -3.6043 -2.5639 -0.1236
H -4.7963 -1.3031 -0.9514
H -6.4209 -1.7482 -1.6358
C -3.7503 2.3081 -2.0906
O -4.4785 3.2910 -2.3087
N -4.2062 1.1911 -1.6073
N -2.5134 2.2821 -2.2952
H -3.6455 0.3982 -1.3299
H -5.1706 1.1757 -1.3077
H -2.1626 3.1403 -2.6958
H -2.0129 1.4074 -2.2276

Atom charges from the Löwdin analysis, given in e for atoms 1 to 2:
1 C 0.004
2 C -0.410